No. 1
C27H42BaCl3N4O3Si as an isolated structure. Source: the OMol25 dataset; level of theory: ωB97M-V/def2-TZVPD.

Energy, eV: -86932.3685
LUMO, eV: 2.235
Total charge: -1

Last column: Mulliken charge in e.
CARTESIAN COORDINATES (ANGSTROEM)
1 C -0.024 -1.872 -4.581  -1.10
2 C -1.226 -2.671 -4.187  0.20
3 H 0.786 -2.540 -4.897  0.36
4 H 0.329 -1.236 -3.755  -0.09
5 H -0.254 -1.215 -5.437  0.25
6 C -1.539 -3.845 -4.769  0.12
7 C -0.730 -4.520 -5.825  -1.47
8 H -2.470 -4.357 -4.515  0.28
9 H 0.340 -4.561 -5.575  0.34
10 H -0.833 -4.040 -6.810  0.29
11 H -1.090 -5.552 -5.934  0.38
12 Ba 1.472 1.987 0.522  1.34
13 Cl -0.119 4.472 0.177  -0.83
14 Cl 1.362 0.728 -2.199  -0.71
15 C -1.432 2.253 2.310  0.53
16 O -0.402 1.625 2.631  -0.75
17 N -2.676 1.884 2.633  0.19
18 C -2.873 0.722 3.488  -0.84
19 C -3.839 2.440 1.953  -0.82
20 H -1.372 3.179 1.705  0.07
21 H -2.142 0.740 4.303  0.30
22 H -2.764 -0.219 2.927  0.15
23 H -3.889 0.780 3.887  0.37
24 H -3.572 3.429 1.563  0.31
25 H -4.665 2.518 2.667  0.32
26 H -4.167 1.805 1.115  0.26
27 H 5.647 -0.107 -1.604  0.33
28 H 3.064 -0.869 -0.955  0.22
29 C 5.943 -0.511 -0.629  -0.91
30 C 3.674 -1.422 -0.212  -0.81
31 N 4.790 -0.618 0.249  0.25
32 H 6.657 0.174 -0.162  0.27
33 C 4.624 0.234 1.274  0.33
34 O 3.569 0.347 1.930  -0.79
35 H 3.044 -1.696 0.643  0.29
36 H 5.507 0.875 1.474  0.12
37 H 6.396 -1.501 -0.761  0.32
38 H 4.083 -2.321 -0.688  0.31
39 O -1.226 -1.878 -1.947  0.08
40 C -2.083 -2.077 -3.071  0.26
41 C -3.263 -4.146 -2.183  0.02
42 C -3.339 -2.883 -2.777  -0.02
43 H -2.283 -4.563 -1.928  0.75
44 C -4.440 -4.877 -1.963  -1.03
45 H -2.372 -1.077 -3.429  0.27
46 C -4.575 -2.354 -3.164  -0.19
47 H -4.377 -5.845 -1.458  0.39
48 C -5.670 -4.369 -2.390  -0.39
49 C -5.738 -3.109 -2.994  -0.66
50 H -4.590 -1.365 -3.624  0.38
51 H -6.580 -4.961 -2.256  0.36
52 H -6.693 -2.704 -3.331  0.37
53 Si -1.442 -1.711 -0.273  -0.29
54 Cl 4.307 2.289 -0.787  -0.68
55 C -1.182 -3.380 0.528  -1.12
56 C -3.186 -1.095 0.038  -0.64
57 C -0.178 -0.522 0.289  -0.91
58 H -2.021 -4.066 0.357  0.33
59 H -1.074 -3.235 1.613  0.39
60 H -0.265 -3.852 0.150  0.32
61 H 0.814 -0.837 -0.066  -0.06
62 H -0.178 -0.378 1.379  0.55
63 H -0.445 0.414 -0.233  0.30
64 H -3.937 -1.663 -0.532  0.23
65 H -3.277 -0.040 -0.261  0.13
66 H -3.451 -1.179 1.102  0.37
67 N 4.329 3.623 4.467  0.00
68 C 3.724 2.911 3.475  -0.55
69 N 2.937 3.699 2.739  0.09
70 C 3.035 4.983 3.258  0.12
71 C 2.500 6.207 2.854  -0.49
72 C 2.880 7.366 3.545  -0.57
73 C 3.758 7.304 4.647  -0.29
74 C 4.289 6.073 5.075  -0.93
75 C 3.913 4.949 4.370  0.64
76 H 4.984 3.251 5.145  0.20
77 H 3.875 1.845 3.347  0.45
78 H 1.807 6.197 2.011  0.41
79 H 2.496 8.340 3.236  0.36
80 H 4.028 8.225 5.171  0.34
81 H 4.978 5.972 5.918  0.32

No. 2
A 5-piece molecular cluster, C22H59N5O6 overall. Source: the OMol25 dataset; level of theory: ωB97M-V/def2-TZVPD.

Energy, eV: -43500.7303
SMILES: COC[C@H](C)N.COC[C@H](C)N.COC[C@H](C)N.COC[C@H](C)N.COCCNCCOC
LUMO, eV: 0.651
Total charge: 0

Last column: Mulliken charge in e.
CARTESIAN COORDINATES (ANGSTROEM)
1 C -1.299 -1.748 -5.098  -0.66
2 O -0.712 -0.516 -5.394  -0.38
3 C -0.132 0.174 -4.337  -0.45
4 C -0.253 1.671 -4.551  0.71
5 C 0.472 2.525 -3.524  -1.23
6 N -1.662 2.020 -4.629  -0.64
7 H -0.659 -2.310 -4.406  0.25
8 H -1.546 -2.285 -6.010  0.27
9 H -2.255 -1.668 -4.555  0.29
10 H -0.605 -0.012 -3.359  0.07
11 H 0.918 -0.058 -4.109  0.36
12 H 0.210 1.850 -5.536  0.14
13 H 1.499 2.185 -3.400  0.44
14 H -0.041 2.511 -2.556  0.01
15 H 0.421 3.584 -3.778  0.40
16 H -1.820 3.006 -4.810  0.22
17 H -2.145 1.565 -5.395  0.21
18 C 0.718 -1.821 -1.033  -0.61
19 O -0.565 -1.625 -0.477  -0.17
20 C -0.662 -0.473 0.343  -0.20
21 C -1.796 -0.606 1.319  0.80
22 C -2.196 0.743 1.887  -1.56
23 N -1.447 -1.474 2.440  -0.76
24 H 1.395 -1.972 -0.181  0.28
25 H 1.110 -0.911 -1.505  0.19
26 H 0.720 -2.652 -1.729  0.25
27 H 0.276 -0.257 0.876  0.14
28 H -0.742 0.360 -0.371  0.01
29 H -2.694 -0.894 0.753  0.12
30 H -2.543 1.396 1.074  0.25
31 H -1.516 1.324 2.512  0.32
32 H -3.107 0.703 2.497  0.44
33 H -1.015 -2.352 2.162  0.25
34 H -2.319 -1.767 2.870  0.21
35 C -4.201 -4.535 2.613  -0.41
36 O -3.089 -5.317 2.242  -0.29
37 C -3.244 -6.019 1.030  -0.74
38 C -1.937 -6.298 0.325  0.38
39 C -1.166 -4.971 0.148  -1.03
40 N -2.158 -6.935 -0.971  -0.72
41 H -4.602 -4.868 3.574  0.28
42 H -4.963 -4.485 1.836  0.31
43 H -3.843 -3.523 2.831  -0.01
44 H -3.753 -6.983 1.165  0.30
45 H -3.935 -5.447 0.397  0.39
46 H -1.216 -6.841 0.947  0.30
47 H -1.193 -4.202 0.920  0.00
48 H -1.656 -4.428 -0.675  0.27
49 H -0.125 -5.166 -0.117  0.37
50 H -3.038 -6.521 -1.282  0.29
51 H -1.458 -6.643 -1.641  0.30
52 C -0.512 5.539 1.278  -0.80
53 O -1.680 4.934 0.831  -0.21
54 C -2.474 5.701 -0.002  -0.95
55 C -3.525 4.911 -0.800  0.48
56 C -4.392 4.152 0.198  -1.50
57 N -2.879 3.951 -1.730  -0.60
58 H 0.033 6.016 0.451  0.33
59 H 0.145 4.839 1.788  0.22
60 H -0.699 6.357 1.989  0.32
61 H -3.054 6.512 0.469  0.44
62 H -1.798 6.164 -0.745  0.44
63 H -4.084 5.584 -1.448  0.28
64 H -5.081 3.470 -0.312  0.46
65 H -5.062 4.875 0.680  0.40
66 H -3.883 3.575 0.966  0.29
67 H -3.184 3.017 -1.459  0.27
68 H -1.888 3.799 -1.536  0.15
69 C 3.434 -1.264 3.562  -0.60
70 O 4.699 -1.412 2.949  -0.36
71 C 5.903 -1.025 3.663  -0.58
72 C 6.732 -0.136 2.757  -0.58
73 N 5.931 1.102 2.353  -0.51
74 C 5.892 1.184 0.878  -0.37
75 C 4.986 2.344 0.383  -0.68
76 O 3.918 1.817 -0.376  -0.38
77 C 2.862 1.371 0.428  -0.42
78 H 3.163 -0.204 3.490  0.29
79 H 3.339 -1.680 4.566  0.36
80 H 2.694 -1.767 2.938  0.13
81 H 6.415 -1.994 3.681  0.34
82 H 5.629 -0.679 4.658  0.39
83 H 7.167 -0.583 1.868  0.35
84 H 7.504 0.262 3.427  0.30
85 H 5.031 0.783 2.694  0.30
86 H 5.541 0.238 0.463  0.38
87 H 6.907 1.447 0.582  0.35
88 H 5.592 3.010 -0.226  0.33
89 H 4.629 2.917 1.241  0.41
90 H 2.611 2.085 1.227  0.32
91 H 3.120 0.417 0.893  0.17
92 H 1.884 1.341 -0.053  0.07

No. 3
A 3-piece molecular cluster, C29H64N5O9P2 overall. Source: the OMol25 dataset; level of theory: ωB97M-V/def2-TZVPD.

Energy, eV: -75554.2945
LUMO, eV: -2.864
Total charge: +1

Last column: Mulliken charge in e.
CARTESIAN COORDINATES (ANGSTROEM)
1 C 6.646 -1.966 0.654  -0.77
2 C 6.330 -3.441 0.158  -0.69
3 C 5.132 -3.681 -0.836  -1.24
4 C 3.938 -2.634 -0.955  1.58
5 C 4.438 -1.412 -1.857  -1.24
6 N 3.375 -0.428 -2.247  -0.35
7 C 3.030 -3.437 -2.072  -1.41
8 C 1.504 -2.949 -1.966  -0.28
9 N 1.526 -2.391 -0.549  0.64
10 C 0.663 -1.179 -0.532  -0.20
11 C -0.838 -1.461 -1.074  0.15
12 O -1.143 -1.322 -2.292  -0.60
13 N -1.939 -1.825 -0.187  0.21
14 C -1.482 -2.561 1.023  -0.90
15 C -3.044 -2.511 -0.906  -0.76
16 C 2.859 -2.413 0.214  -0.06
17 C 2.535 -3.727 1.137  -1.04
18 C 3.732 -4.209 2.062  -0.32
19 N 3.984 -5.495 2.252  -0.64
20 C 3.051 -1.292 1.328  -0.94
21 C 3.347 0.193 0.848  0.21
22 C 2.234 1.372 0.774  -1.17
23 N 4.564 0.611 0.541  -0.47
24 H 7.549 -2.050 1.367  0.41
25 H 7.008 -1.250 -0.169  0.21
26 H 5.806 -1.537 1.283  0.07
27 H 7.290 -3.815 -0.361  0.36
28 H 6.261 -4.100 1.101  0.30
29 H 4.664 -4.705 -0.589  0.25
30 H 5.565 -3.818 -1.895  0.57
31 H 5.313 -0.823 -1.446  0.44
32 H 4.821 -1.879 -2.839  0.46
33 H 3.175 -0.603 -3.250  0.29
34 H 3.829 0.504 -2.235  0.26
35 H 2.935 -4.565 -1.842  0.39
36 H 3.415 -3.464 -3.138  0.41
37 H 0.794 -3.825 -2.158  0.36
38 H 1.390 -2.127 -2.747  0.30
39 H 0.895 -3.089 -0.096  0.39
40 H 0.491 -0.726 0.511  0.12
41 H 1.038 -0.309 -1.171  0.03
42 H -1.006 -3.551 0.676  0.35
43 H -2.382 -2.860 1.663  0.46
44 H -0.753 -1.973 1.676  0.14
45 H -3.861 -2.709 -0.119  0.16
46 H -3.555 -1.837 -1.681  0.29
47 H -2.749 -3.521 -1.343  0.30
48 H 2.291 -4.622 0.452  0.76
49 H 1.656 -3.512 1.852  0.11
50 H 4.475 -3.508 2.586  0.45
51 H 3.251 -5.974 1.683  0.31
52 H 2.057 -1.243 1.912  0.57
53 H 3.837 -1.520 2.123  0.67
54 H 2.663 2.391 1.022  0.47
55 H 1.933 1.414 -0.334  0.09
56 H 1.287 1.109 1.349  0.29
57 H 4.528 1.602 0.259  0.26
58 O -7.416 -3.148 2.554  -0.74
59 P -8.567 -2.139 2.559  1.04
60 O -8.942 -2.227 0.942  -0.35
61 C -9.136 -3.484 0.306  -0.23
62 C -10.612 -3.818 0.206  -1.10
63 O -7.633 -0.773 2.517  -0.34
64 C -6.330 -0.778 3.085  -0.63
65 C -5.289 -0.994 2.001  -0.69
66 O -9.877 -1.056 2.735  -0.34
67 C -11.189 -1.562 2.920  -0.05
68 C -11.267 -2.663 3.957  -1.20
69 H -8.604 -4.290 0.817  0.30
70 H -8.718 -3.400 -0.701  0.32
71 H -11.028 -4.029 1.195  0.22
72 H -10.765 -4.705 -0.415  0.41
73 H -11.175 -2.987 -0.223  0.27
74 H -6.247 -1.527 3.875  0.35
75 H -6.171 0.197 3.553  0.41
76 H -5.510 -1.872 1.392  0.14
77 H -4.293 -1.111 2.436  0.32
78 H -5.273 -0.139 1.320  0.30
79 H -11.592 -1.889 1.959  0.16
80 H -11.810 -0.723 3.245  0.33
81 H -10.665 -3.530 3.666  0.36
82 H -12.300 -2.992 4.090  0.37
83 H -10.884 -2.311 4.918  0.35
84 O 3.713 5.168 -1.172  -0.70
85 P 3.560 6.418 -2.043  1.03
86 O 2.812 7.382 -0.915  -0.35
87 C 3.347 7.522 0.396  -0.15
88 C 4.165 8.793 0.513  -1.13
89 O 2.215 5.922 -2.869  -0.36
90 C 1.981 4.539 -3.088  -0.40
91 C 1.007 4.004 -2.054  -0.85
92 O 3.534 7.756 -3.105  -0.36
93 C 4.565 8.729 -3.040  -0.04
94 C 5.954 8.127 -2.978  -1.19
95 H 3.950 6.659 0.688  0.23
96 H 2.497 7.576 1.082  0.34
97 H 5.086 8.714 -0.070  0.23
98 H 4.445 8.975 1.554  0.41
99 H 3.607 9.655 0.143  0.27
100 H 2.917 3.975 -3.086  0.27
101 H 1.547 4.430 -4.086  0.40
102 H 1.318 4.244 -1.036  0.24
103 H 0.904 2.918 -2.142  0.19
104 H 0.023 4.458 -2.194  0.35
105 H 4.382 9.397 -2.197  0.16
106 H 4.483 9.340 -3.943  0.34
107 H 6.084 7.511 -2.081  0.35
108 H 6.712 8.912 -2.967  0.37
109 H 6.130 7.480 -3.842  0.35